w | {"formula": "C7H14O", "method": "wB97M-V/def2-TZVPD", "symbols": ["C", "C", "C", "C", "C", "C", "C", "H", "H", "H", "H", "H", "H", "H", "H", "H", "H", "H", "H", "O", "H", "H"], "positions_angstrom": [[-1.31, -3.25, -0.95], [-0.79, -2.02, -0.27], [-0.83, -0.80, -0.79], [-0.02, 0.33, -0.27], [1.24, 0.52, -0.63], [2.13, 1.58, -0.04], [2.97, 2.28, -1.09], [-1.61, -3.04, -1.97], [-2.06, -3.73, -0.31], [-0.52, -4.00, -0.99], [-0.34, -2.24, 0.71], [-1.48, -0.60, -1.63], [-0.45, 1.07, 0.40], [1.66, -0.09, -1.43], [1.50, 2.22, 0.57], [2.79, 1.05, 0.65], [3.42, 1.57, -1.78], [2.35, 3.02, -1.63], [3.69, 2.98, -0.66], [-3.97, 0.95, 3.69], [-4.40, 0.37, 4.34], [-3.97, 1.84, 4.07]], "smiles": "C/C=C/C=C/CC.O", "e_homo_ha": -0.3327, "e_lumo_ev": 1.0, "gap_ev": 10.0200, "multiplicity": 1}

---

x | {"formula": "C7H14O", "method": "wB97M-V/def2-TZVPD", "symbols": ["C", "C", "C", "C", "C", "C", "C", "H", "H", "H", "H", "H", "H", "H", "H", "H", "H", "H", "H", "O", "H", "H"], "positions_angstrom": [[-2.59, -0.34, 1.21], [-1.96, 0.77, 1.57], [-0.70, 1.20, 0.92], [0.50, 0.73, 1.22], [1.73, 1.17, 0.45], [1.93, 0.56, -0.94], [2.24, -0.91, -0.89], [-2.31, -0.98, 0.38], [-3.51, -0.69, 1.67], [-2.42, 1.27, 2.41], [-0.78, 2.00, 0.19], [0.62, -0.09, 1.91], [1.71, 2.27, 0.51], [2.62, 1.07, 1.09], [1.04, 0.79, -1.52], [2.73, 1.18, -1.35], [3.21, -1.15, -0.45], [2.33, -1.27, -1.92], [1.44, -1.47, -0.40], [-2.92, -1.92, -2.12], [-2.23, -1.96, -2.73], [-2.69, -2.23, -1.21]], "smiles": "C=C/C=C/CCC.O", "e_homo_ha": -0.3504, "e_lumo_ev": 0.8, "gap_ev": 10.3351, "multiplicity": 1}

---

Which one is most stable, and which one is least stable? w is the most stable of them, while x is the least stable.

---

w | {"formula": "C7H14O", "method": "wB97M-V/def2-TZVPD", "symbols": ["C", "C", "C", "C", "H", "H", "H", "H", "H", "H", "H", "H", "C", "C", "C", "O", "H", "H", "H", "H", "H", "H"], "positions_angstrom": [[-0.17, -0.43, 2.45], [-0.09, -1.57, 1.70], [1.09, -2.48, 1.96], [-0.99, -1.87, 0.54], [-0.90, 0.40, 2.24], [0.48, -0.22, 3.29], [0.75, -3.48, 2.32], [1.87, -1.95, 2.59], [1.63, -2.69, 1.04], [-1.82, -1.13, 0.47], [-1.49, -2.84, 0.68], [-0.36, -1.90, -0.34], [0.40, 0.78, -1.16], [-0.25, 1.87, -1.64], [0.28, 2.68, -2.79], [-1.41, 2.27, -0.96], [1.32, 0.48, -1.65], [0.13, 0.29, -0.24], [1.25, 2.28, -3.04], [-0.41, 2.63, -3.66], [0.43, 3.77, -2.51], [-1.75, 3.11, -1.27]], "smiles": "C=C(C)C.C=C(C)O", "e_homo_ha": -0.3169, "e_lumo_ev": 0.8, "gap_ev": 9.4492, "multiplicity": 1}

---

x | {"formula": "C7H14O", "method": "wB97M-V/def2-TZVPD", "symbols": ["C", "C", "C", "C", "H", "H", "H", "H", "H", "H", "H", "H", "C", "C", "C", "O", "H", "H", "H", "H", "H", "H"], "positions_angstrom": [[2.39, -1.02, -2.00], [1.39, -0.04, -1.48], [1.76, 1.13, -0.95], [0.91, 2.23, -0.39], [2.26, -2.03, -1.61], [2.38, -1.04, -3.09], [3.39, -0.69, -1.73], [0.32, -0.19, -1.55], [2.84, 1.20, -0.81], [-0.14, 1.96, -0.43], [1.12, 3.16, -0.92], [1.23, 2.41, 0.64], [-1.33, -2.03, 1.68], [-1.82, -0.92, 1.14], [-2.60, 0.11, 1.90], [-1.66, -0.67, -0.20], [-1.24, -2.08, 2.76], [-0.79, -2.78, 1.11], [-3.59, 0.30, 1.48], [-2.71, -0.23, 2.92], [-2.04, 1.05, 1.93], [-2.07, 0.17, -0.39]], "smiles": "C/C=C/C.C=C(C)O", "e_homo_ha": -0.3241, "e_lumo_ev": 0.8, "gap_ev": 9.6315, "multiplicity": 1}

---

Which one is most stable, and which one is least stable? x is the most stable of them, while w is the least stable.